Entry 1:
Computed, not measured: a molecular structure, C16H8Cl3N4O6S2Ti at a distorted geometry, with wB97M-V/def2-TZVPD.

Calculated values
- multiplicity = 2
- ⟨S²⟩ = 0.755
- charge = -2
- LUMO level (alpha / beta) (eV) = 4.00 / 3.98
- HOMO level (alpha / beta) (eV) = -2.296 / -2.431
- relative energy (zero: lowest compared OMol25 entry of this formula, charge and spin) (kJ/mol) = 1087.48
- F_max (eV/A) = 1.6

Geometry (Å):
Ti: -1.1299 0.3017 -0.6284
C: -0.1472 1.9869 3.1737
C: -0.7149 1.3194 2.0192
C: -0.1315 -0.0324 1.7809
C: 0.9071 -0.0346 2.6940
C: 0.8886 1.1569 3.5153
H: -0.3767 2.9611 3.5716
H: -3.0520 0.6886 3.1392
H: -3.8046 -1.4737 1.1045
H: 1.6352 -0.8296 2.8230
H: 1.5985 1.3859 4.3063
S: -0.8615 -0.4720 -2.9592
C: -0.9786 -2.2013 -2.9109
C: -0.8731 -2.8841 -4.1704
N: -0.7850 -3.4328 -5.1798
C: -1.1321 -2.9226 -1.7674
S: -1.1671 -2.1877 -0.1779
C: -1.1734 -4.3540 -1.8209
N: -1.1806 -5.5068 -1.8503
O: 5.6180 0.6085 -1.2482
C: 4.4636 1.3589 -1.1960
O: 4.5437 2.5345 -1.3828
C: 3.2368 0.5933 -0.9086
C: 3.1552 -0.7808 -0.7155
N: 1.8698 -1.0787 -0.5072
N: 1.1189 0.0076 -0.5409
C: 1.8909 1.0416 -0.7866
C: 1.0851 2.3323 -0.8942
O: 1.6002 3.4265 -0.7983
O: -0.1607 2.0531 -1.0752
H: 5.4117 -0.3205 -1.1094
H: 3.8988 -1.5626 -0.7101
H: 1.3911 -1.9497 -0.2922
Cl: -4.8674 -2.1744 1.2882
C: -3.6512 1.7071 1.3436
Cl: -4.3504 2.8967 2.3885
Cl: -2.3610 0.8116 1.9826
C: -3.7890 1.7213 -0.0941
O: -4.7037 2.3316 -0.6219
O: -2.9214 0.9733 -0.7845

Entry 2:
Computed, not measured: a molecular structure, C16H8F3NO4Sc at a distorted geometry, with wB97M-V/def2-TZVPD.

Calculated values
- charge = +1
- LUMO level (eV) = -5.05
- HOMO level (eV) = -11.531
- relative energy (zero: lowest compared OMol25 entry of this formula, charge and spin) (kJ/mol) = 26.86
- F_max (eV/A) = 2.0

Geometry (Å):
Sc: 1.8390 -0.0249 -0.2230
O: 5.8140 1.3751 -1.9230
C: 4.7105 1.1643 -1.2795
O: 3.8921 0.2808 -1.5565
C: 4.4404 2.0308 -0.0925
C: 5.1575 3.1315 0.3554
C: 4.7327 3.7518 1.5309
C: 3.6562 3.2364 2.2363
C: 2.9850 2.1340 1.7095
N: 3.3563 1.5737 0.5594
C: 1.7820 1.3962 2.3649
O: 1.4376 1.6460 3.4827
O: 1.2993 0.5125 1.5429
H: 5.9786 0.7570 -2.6595
H: 6.0124 3.4995 -0.1901
H: 5.2538 4.6218 1.8993
H: 3.3199 3.6603 3.1707
F: -7.2918 -1.5745 -0.3353
C: -6.5401 -2.6775 -0.4366
F: -6.7902 -3.4204 0.6532
F: -7.0195 -3.3715 -1.4835
C: -5.0679 -2.3726 -0.5907
C: -4.1590 -3.4252 -0.6539
C: -2.8095 -3.1661 -0.8101
C: -2.3662 -1.8446 -0.8929
C: -3.2854 -0.7917 -0.8178
C: -4.6300 -1.0570 -0.6665
C: -0.9914 -1.5004 -0.9736
C: 0.1638 -1.1029 -1.0243
H: -4.5111 -4.4414 -0.5732
H: -2.0997 -3.9800 -0.8554
H: -2.9290 0.2271 -0.8678
H: -5.3397 -0.2483 -0.5985

Entry 3:
Computed, not measured: a molecular structure, C17H10AuINO4, with wB97M-V/def2-TZVPD.

Calculated values
- charge = +1
- LUMO level (eV) = -5.29
- HOMO level (eV) = -11.730
- relative energy (zero: lowest compared OMol25 entry of this formula, charge and spin) (kJ/mol) = 54.08
- F_max (eV/A) = 1.0

Geometry (Å):
Au: -0.1885 0.1521 0.0618
O: 1.6023 1.7368 4.1169
C: 0.9524 1.3174 3.0363
O: 0.7701 1.9852 2.0497
C: 0.4472 -0.0837 3.1849
C: 0.4396 -0.7439 4.3955
C: -0.1390 -2.0099 4.4666
C: -0.7155 -2.5548 3.3387
C: -0.6674 -1.8328 2.1545
N: -0.0693 -0.6441 2.0800
C: -1.3691 -2.3146 0.9022
O: -1.9569 -3.3590 0.8856
O: -1.3134 -1.5020 -0.1472
H: 1.8758 2.6562 3.9729
H: 0.8627 -0.2696 5.2681
H: -0.1602 -2.5425 5.4075
H: -1.2117 -3.5152 3.3352
I: 2.2204 1.0834 -0.7542
C: 1.2237 2.3059 -2.1081
C: 1.8849 3.2858 -2.7788
C: 1.1714 4.0439 -3.7360
C: -0.1405 3.7731 -3.9873
C: -0.8298 2.7472 -3.2917
C: -2.1951 2.4592 -3.5426
C: -2.8451 1.4746 -2.8637
C: -2.1651 0.7158 -1.8780
C: -0.8683 1.0179 -1.5950
C: -0.1349 2.0014 -2.3085
H: 2.9314 3.4885 -2.5962
H: 1.6811 4.8355 -4.2673
H: -0.6846 4.3471 -4.7267
H: -2.7124 3.0348 -4.2998
H: -3.8829 1.2533 -3.0716
H: -2.6753 -0.0901 -1.3667